Molecular formula: C4H10NO2
Method: DFT, ωB97M-V/def2-TZVPD

Atoms and positions in Å:
C 0.893 2.109 0.359
N 0.726 0.680 0.484
C -0.599 0.309 1.140
C 0.949 -0.060 -0.760
H 0.744 2.639 1.351
H 0.132 2.485 -0.335
H 1.886 2.352 -0.069
H -0.573 -0.827 1.227
H -0.639 0.727 2.108
H -1.436 0.627 0.551
H 0.779 -1.081 -0.512
H 1.954 0.062 -1.122
H 0.255 0.233 -1.551
O -0.334 -2.767 0.126
C -1.269 -2.557 -0.704
O -1.807 -1.459 -1.044
H -1.662 -3.472 -1.250

Cartesian forces (eV/Å) of the 3 atoms listed first:
C -0.2 0.0 0.3
N -0.6 -0.2 1.2
C 2.5 -1.9 -1.4

Summary:
Total charge: -1
E: -9895.857 eV
Spin multiplicity: 1

Löwdin population analysis, charges in e, atoms 1 to 5:
1 C -0.170
2 N -0.312
3 C -0.087
4 C -0.125
5 H 0.082

Molecular formula: C15H32NO2P2Pb
Method: DFT, ωB97M-V/def2-TZVPD

Atoms and positions in Å:
Pb -0.074 1.210 0.233
P 2.428 0.273 -0.459
C 2.167 -1.085 -1.658
C 1.118 -2.070 -1.172
N 0.007 -1.618 -0.545
C -1.054 -2.437 -0.388
C -0.988 -3.781 -0.729
C 0.175 -4.295 -1.266
C 1.266 -3.435 -1.472
C -2.351 -1.904 0.167
P -2.614 -0.060 -0.038
H 2.179 -3.784 -1.922
H -1.859 -4.415 -0.535
H 0.248 -5.332 -1.551
H -3.223 -2.387 -0.316
H -2.450 -2.086 1.256
H 1.847 -0.521 -2.830
H 3.144 -1.662 -1.728
H 0.485 0.591 -3.528
O 1.324 -0.149 -3.743
H 1.619 -0.557 -4.627
H -0.342 1.712 -1.831
O -0.286 1.420 -3.191
H -1.059 1.729 -3.612
C -3.274 -0.009 -1.748
H -4.213 -0.592 -1.806
H -3.492 1.050 -1.982
H -2.538 -0.419 -2.465
C -4.026 0.268 1.000
H -4.279 1.320 0.888
H -4.889 -0.334 0.733
H -3.759 0.075 2.038
C 3.628 -0.039 0.891
H 4.642 -0.201 0.498
H 3.684 0.818 1.583
H 3.326 -0.909 1.486
C 3.315 1.468 -1.510
H 3.465 2.418 -0.970
H 4.294 1.033 -1.773
H 2.714 1.644 -2.419
C 1.171 2.842 3.081
C 0.032 1.853 3.407
C -1.336 2.566 3.348
C 0.068 0.641 2.452
H 1.090 3.238 2.048
H 2.150 2.342 3.179
H 1.163 3.708 3.772
H 0.182 1.567 4.474
H -1.560 2.936 2.330
H -2.142 1.877 3.645
H -1.375 3.432 4.035
H 1.005 0.089 2.575
H -0.754 -0.040 2.693

Cartesian forces (eV/Å) of the 3 atoms listed first:
Pb -0.2 -1.2 1.4
P 1.0 1.3 -1.1
C 0.5 -3.6 4.8

Summary:
Total charge: +3
E: -45452.323 eV
Spin multiplicity: 1

Löwdin population analysis, charges in e, atoms 1 to 5:
1 Pb 1.210
2 P 0.816
3 C -0.212
4 C -0.297
5 N 0.079

The lowest total charge belongs to which entry? C4H10NO2